#one
Entry from OMol25: a 2-piece molecular cluster, C4H6N2O3S overall (ωB97M-V/def2-TZVPD).

Results
LUMO energy = -0.017 Eh
Total charge = 0
Frontier orbital gap = 9.295 eV
Structure (SMILES) = CCON=C=O.O=C1NS1

Bonds (Å) are listed after each position.
Geometry (Å):
1 C 1.05930 0.01836 -1.21698  C2 1.576, H7 1.000, H8 1.132, H9 1.168
2 C 1.00009 -1.55603 -1.24981  C1 1.576, O3 1.314, H10 1.159, H11 1.048
3 O -0.21334 -1.99933 -1.49014  C2 1.314, N4 1.338
4 N -0.98613 -2.01334 -0.39848  O3 1.338, C5 1.185
5 C -1.20559 -1.36038 0.56538  N4 1.185, O6 1.164
6 O -1.56339 -1.14383 1.65134  C5 1.164
7 H 0.30198 0.40335 -0.69022  C1 1.000
8 H 2.09939 0.43923 -1.06829  C1 1.132
9 H 0.92339 0.39505 -2.31460  C1 1.168
10 H 1.43889 -1.94453 -0.24941  C2 1.159
11 H 1.51788 -1.85947 -2.10913  C2 1.048
12 O 0.86233 2.05089 1.91768  C13 1.166
13 C -0.26144 2.24054 1.67273  O12 1.166, N14 1.361, S15 1.772
14 N -1.49601 2.19889 2.24301  C13 1.361, S15 1.913, H16 0.973
15 S -1.40365 2.70960 0.40220  C13 1.772, N14 1.913
16 H -2.07371 1.42101 2.33470  N14 0.973

Listed below, in e, are the natural (NBO) charges computed for each atom:
1. C -0.644
2. C -0.063
3. O -0.299
4. N -0.243
5. C 0.772
6. O -0.524
7. H 0.197
8. H 0.232
9. H 0.204
10. H 0.167
11. H 0.198
12. O -0.490
13. C 0.571
14. N -0.638
15. S 0.151
16. H 0.411

#two
Entry from OMol25: an isolated molecule of C4H6N2O3S (ωB97M-V/def2-TZVPD).

Results
LUMO energy = 0.024 Eh
Total charge = 0
Frontier orbital gap = 10.184 eV
Structure (SMILES) = COS(=O)(=O)n1ccnc1

Bonds (Å) are listed after each position.
Geometry (Å):
1 C -0.42341 2.20646 0.36824  O2 1.394, H11 1.027, H12 1.071, H13 1.195
2 O -1.38776 1.20423 0.46364  C1 1.394, S3 1.658
3 S -0.82020 -0.01587 1.43220  O2 1.658, O4 1.421, O5 1.432, N6 1.807
4 O -1.86319 -0.87660 1.86789  S3 1.421
5 O 0.22697 0.44208 2.29551  S3 1.432
6 N 0.20032 -0.91187 0.24043  S3 1.807, C7 1.452, C10 1.383
7 C -0.40132 -1.69317 -0.82562  N6 1.452, C8 1.359, H14 1.042
8 C 0.56666 -1.73311 -1.77884  C7 1.359, N9 1.343, H15 1.082
9 N 1.68329 -1.12341 -1.34964  C8 1.343, C10 1.313
10 C 1.44740 -0.51819 -0.20837  N6 1.383, N9 1.313, H16 1.028
11 H 0.49901 1.75427 0.35173  C1 1.027
12 H -0.40626 2.98202 1.10683  C1 1.071
13 H -0.69250 2.63506 -0.71452  C1 1.195
14 H -1.34170 -2.14096 -0.82061  C7 1.042
15 H 0.54920 -2.20255 -2.75305  C8 1.082
16 H 2.16350 -0.00838 0.32419  C10 1.028

Listed below, in e, are the natural (NBO) charges computed for each atom:
1. C -0.259
2. O -0.652
3. S 2.457
4. O -0.852
5. O -0.901
6. N -0.596
7. C -0.104
8. C -0.072
9. N -0.440
10. C 0.168
11. H 0.187
12. H 0.200
13. H 0.204
14. H 0.232
15. H 0.215
16. H 0.214

#two is favored, and the nearest alternative lies 0.1138 hartree above it.

#one
Entry from OMol25: a 2-piece molecular cluster, C4H13N2O2 overall (ωB97M-V/def2-TZVPD).

Results
LUMO energy = 0.149 Eh
Total charge = -1
Frontier orbital gap = 7.442 eV

Bonds (Å) are listed after each position.
Geometry (Å):
1 C 0.72766 0.77637 1.11267  O2 1.348, C3 1.559, H8 1.115, H9 1.154
2 O 0.41061 2.02705 0.72111  C1 1.348
3 C -0.35905 -0.34162 1.14444  C1 1.559, C4 1.503, N7 1.505, H10 1.103
4 C -0.03489 -1.58707 0.36760  C3 1.503, C5 1.491, H11 1.107, H12 1.112
5 C 0.09577 -1.63999 -1.11696  C4 1.491, N6 1.495, H13 1.113, H14 1.105
6 N 1.42556 -1.30210 -1.71108  C5 1.495, H15 1.012, H16 1.007
7 N -1.64641 0.22290 0.60611  C3 1.505, H17 1.020, H18 1.019
8 H 1.15413 0.77741 2.14275  C1 1.115
9 H 1.67929 0.45894 0.54225  C1 1.154
10 H -0.50770 -0.59353 2.20784  C3 1.103
11 H 0.70666 -2.19807 0.91797  C4 1.107
12 H -0.79058 -2.33175 0.69930  C4 1.112
13 H -0.26199 -2.59319 -1.56660  C5 1.113
14 H -0.62469 -1.06683 -1.72885  C5 1.105
15 H 1.37106 -0.34394 -2.03158  N6 1.012
16 H 2.09830 -1.42153 -0.97157  N6 1.007
17 H -1.91181 0.85884 1.35824  N7 1.020
18 H -1.37781 0.87542 -0.12843  N7 1.019
19 H -1.35310 3.62333 -0.81796  O21 0.947
20 H -0.11793 2.68120 -0.49006  O21 1.048
21 O -0.68308 3.11815 -1.25720  H19 0.947, H20 1.048

Listed below, in e, are the natural (NBO) charges computed for each atom:
1. C -0.031
2. O -0.946
3. C -0.086
4. C -0.438
5. C -0.237
6. N -0.853
7. N -0.861
8. H 0.089
9. H 0.080
10. H 0.164
11. H 0.194
12. H 0.205
13. H 0.170
14. H 0.203
15. H 0.367
16. H 0.350
17. H 0.347
18. H 0.381
19. H 0.438
20. H 0.513
21. O -1.051

#two
Entry from OMol25: a 2-piece molecular cluster, C4H13N2O2 overall (ωB97M-V/def2-TZVPD).

Results
LUMO energy = 0.149 Eh
Total charge = -1
Frontier orbital gap = 7.566 eV

Bonds (Å) are listed after each position.
Geometry (Å):
1 N -0.39365 -1.23138 2.48646  C2 1.484, H8 1.019, H9 1.016
2 C -0.26586 -0.62193 1.13969  N1 1.484, C3 1.536, C6 1.541, H10 1.099
3 C -0.44701 0.90285 1.17150  C2 1.536, C4 1.569, H11 1.091, H12 1.087
4 C -0.40691 1.54878 -0.25792  C3 1.569, O5 1.352, H13 1.120, H14 1.137
5 O -0.99227 0.90314 -1.29133  C4 1.352
6 C 0.98445 -1.15180 0.41115  C2 1.541, N7 1.489, H15 1.095, H16 1.094
7 N 0.66825 -1.52132 -0.99575  C6 1.489, H17 1.044, H18 1.015
8 H -1.05616 -2.00529 2.47108  N1 1.019
9 H -0.73428 -0.55162 3.16014  N1 1.016
10 H -1.11552 -1.00204 0.55533  C2 1.099
11 H -1.44142 1.11684 1.56575  C3 1.091
12 H 0.35570 1.35804 1.74528  C3 1.087
13 H -0.77264 2.60400 -0.17874  C4 1.120
14 H 0.68202 1.82557 -0.43214  C4 1.137
15 H 1.80674 -0.42868 0.41645  C6 1.095
16 H 1.32037 -2.06560 0.91035  C6 1.094
17 H 0.07055 -0.75917 -1.38614  N7 1.044
18 H 1.55160 -1.53978 -1.49594  N7 1.015
19 H 0.18627 0.24711 -3.86375  O21 0.975
20 H -0.15955 1.20222 -2.58047  O21 1.022
21 O 0.15931 1.17005 -3.55100  H19 0.975, H20 1.022

Listed below, in e, are the natural (NBO) charges computed for each atom:
1. N -0.858
2. C -0.070
3. C -0.441
4. C -0.016
5. O -0.933
6. C -0.220
7. N -0.888
8. H 0.348
9. H 0.347
10. H 0.192
11. H 0.182
12. H 0.181
13. H 0.103
14. H 0.080
15. H 0.157
16. H 0.174
17. H 0.412
18. H 0.332
19. H 0.444
20. H 0.512
21. O -1.041

#two is favored, and the nearest alternative lies 0.0278 hartree above it.